# 1
{"formula": "C6H15N3", "method": "wB97M-V/def2-TZVPD", "elements": ["C", "C", "N", "C", "C", "H", "H", "H", "H", "H", "H", "H", "H", "H", "N", "N", "C", "C", "H", "H", "H", "H", "H", "H"], "coordinates": [[-0.6749, -1.2398, -2.0329], [1.5580, -0.4602, 1.0236], [0.2965, -0.3605, -1.4067], [0.0927, -0.6505, 0.6595], [-0.5369, -1.7072, 1.2936], [1.2622, -0.6508, -1.5069], [-1.6744, -0.7941, -2.0412], [-0.7552, -2.1877, -1.4934], [-0.3827, -1.4627, -3.0620], [2.0146, 0.4348, 0.5967], [2.1240, -1.3184, 0.6513], [1.6955, -0.3935, 2.1040], [-1.6142, -1.8329, 1.2671], [0.0155, -2.4216, 1.8927], [-0.6646, 1.5730, 1.5707], [0.6556, 2.2143, -0.8276], [-0.7721, 0.6363, 0.4538], [-0.2956, 1.2174, -0.8936], [1.5366, 2.1408, -1.3089], [-1.5882, 1.7696, 1.9467], [-0.1571, 1.1393, 2.3400], [0.7440, 2.6291, 0.0959], [-1.8070, 0.3074, 0.3045], [-1.0723, 1.4179, -1.6269]], "gap_ev": 8.15, "relative_energy_kcal_mol": 79.46, "energy_ev": -10932.4639, "largest_force_ha_per_bohr": 0.081}

---

# 2
{"formula": "C6H15N3O", "method": "wB97M-V/def2-TZVPD", "elements": ["C", "C", "N", "C", "N", "N", "H", "H", "H", "H", "H", "H", "H", "H", "H", "C", "C", "C", "O", "H", "H", "H", "H", "H", "H"], "coordinates": [[-0.5624, -1.2047, 1.4127], [-1.0151, -1.1713, -1.9328], [-0.5313, 0.1718, 0.9349], [-0.3202, 0.1008, -1.5476], [-1.8342, 0.7632, 1.0196], [-0.9012, 1.2178, -1.6373], [-1.6960, 1.7447, 1.2600], [-2.1625, 0.8110, 0.0489], [-0.3493, 2.0513, -1.4553], [-1.5154, -1.6434, 1.1278], [0.2492, -1.7788, 0.9662], [-0.4792, -1.2340, 2.4984], [-1.9684, -1.2303, -1.4089], [-1.1920, -1.1834, -3.0059], [-0.4284, -2.0491, -1.6710], [1.6463, 0.4466, 2.1600], [1.3659, 0.0080, -1.9714], [0.5788, 1.0289, 1.2632], [0.4057, 2.2336, 1.1932], [1.2404, 0.3018, 3.1626], [2.4332, 1.1882, 2.2718], [2.0306, -0.5015, 1.7967], [1.2324, -0.1149, -3.0462], [1.9044, 0.9399, -1.8097], [1.8687, -0.8964, -1.6299]], "gap_ev": 9.58, "relative_energy_kcal_mol": 62.29, "energy_ev": -12980.9672, "largest_force_ha_per_bohr": 0.097}

---

# 3
{"formula": "C6H15N3O", "method": "wB97M-V/def2-TZVPD", "elements": ["C", "C", "C", "C", "N", "H", "H", "H", "H", "H", "H", "H", "H", "H", "C", "C", "N", "O", "N", "H", "H", "H", "H", "H", "H"], "coordinates": [[-1.6743, -1.8239, 0.1728], [-2.9340, 0.5270, -0.7824], [-1.9664, -1.6310, 1.6460], [-1.5973, 0.8223, -1.0804], [-0.6375, 0.9248, -1.7687], [0.3877, 1.0407, -1.5482], [-2.1686, -2.7057, -0.2436], [-0.6129, -1.8871, -0.0628], [-2.6692, -0.7138, -0.6233], [-3.2176, 0.6347, 0.2627], [-3.6532, 1.0974, -1.3876], [-1.8428, -2.5356, 2.2598], [-2.9996, -1.2928, 1.8105], [-1.3284, -0.8552, 2.0827], [1.5252, 0.0134, 1.0107], [2.4459, 0.6577, 0.0286], [2.9531, 1.6849, -1.9609], [3.7846, 0.6699, 0.3128], [2.0309, 1.1968, -1.0453], [3.9519, 0.2391, 1.1579], [2.5204, 2.4199, -2.5020], [3.8226, 1.9936, -1.5370], [1.7828, -1.0414, 1.1409], [1.6030, 0.5043, 1.9850], [0.4936, 0.0602, 0.6717]], "gap_ev": [6.45, 6.45], "relative_energy_kcal_mol": 142.78, "energy_ev": -12977.4767, "largest_force_ha_per_bohr": 0.032}

---

# 4
{"formula": "C6H15N3O", "method": "wB97M-V/def2-TZVPD", "elements": ["C", "C", "C", "C", "C", "C", "N", "N", "N", "O", "H", "H", "H", "H", "H", "H", "H", "H", "H", "H", "H", "H", "H", "H", "H"], "coordinates": [[1.7535, 0.3518, 0.1195], [-1.4938, 1.8899, -0.2843], [-2.4400, 0.7980, -0.2805], [-1.1075, 0.5976, 0.5074], [-0.3909, -1.2814, -1.1508], [-0.4078, -0.5612, 0.0955], [1.8982, 1.4799, 0.7323], [2.7200, -0.3595, -0.3486], [-0.1205, -1.4488, 1.3655], [4.0604, 0.0879, -0.2859], [-0.8998, 2.1302, -1.2440], [-1.5484, 2.8151, 0.3178], [-3.2991, 0.9365, 0.3564], [-2.5241, 0.1213, -1.2518], [-1.1730, 0.6443, 1.6378], [-1.2100, -2.0201, -1.1068], [0.6574, -1.6847, -1.5457], [-0.5370, -0.5947, -1.8933], [1.0390, 1.8849, 1.0227], [2.8120, 1.7376, 0.8767], [2.6245, -1.3596, -0.3342], [-0.2435, -2.4605, 1.1340], [-0.8528, -1.3657, 2.1225], [0.8151, -1.3167, 1.7580], [4.3343, 0.8528, -0.7975]], "gap_ev": 8.65, "total_charge": 2, "relative_energy_kcal_mol": 173.86, "energy_ev": -12960.4514, "largest_force_ha_per_bohr": 0.098}

---

# 5
{"formula": "C6H15N3O2", "method": "wB97M-V/def2-TZVPD", "elements": ["C", "C", "C", "C", "C", "C", "H", "H", "H", "H", "H", "H", "H", "H", "H", "H", "H", "H", "H", "H", "H", "N", "N", "N", "O", "O"], "coordinates": [[2.3708, -1.6143, -0.5037], [1.4739, -0.7674, 0.6460], [-1.0758, 0.2770, -0.3669], [-2.5225, 0.7088, 0.3362], [-0.0006, 1.1571, 0.2849], [1.4535, 0.8048, 0.1864], [3.2238, -0.9179, -0.7167], [2.1968, -2.8681, -0.6422], [1.8137, -0.9212, -1.6464], [1.8751, -0.8441, 1.7693], [0.1565, -2.2776, 1.1703], [-1.3503, -1.8279, -0.2626], [-0.8813, 0.7540, -1.3347], [-2.5834, 0.7327, 1.6181], [-2.8055, 1.8227, -0.3049], [-3.5398, -1.1223, 1.0424], [-3.4950, -0.9606, -1.1810], [-0.2207, 1.5796, 1.3761], [0.9243, 2.8148, -0.6491], [1.6453, 0.6677, -0.9905], [3.1086, 1.6178, -0.5353], [0.1111, -1.2832, 0.8062], [-0.5678, -1.2120, -0.4154], [-3.6929, -0.2112, 0.0973], [-0.1931, 2.3380, -0.3210], [2.5754, 1.5526, 0.5375]], "gap_ev": 7.85, "relative_energy_kcal_mol": 310.04, "energy_ev": -15017.0810, "largest_force_ha_per_bohr": 0.176}

---

# 6
{"formula": "C6H15N4OV", "method": "wB97M-V/def2-TZVPD", "elements": ["C", "V", "N", "H", "H", "H", "H", "H", "H", "H", "H", "C", "N", "C", "C", "C", "N", "C", "O", "N", "H", "H", "H", "H", "H", "H", "H"], "coordinates": [[2.3267, -0.2102, -3.7414], [0.7672, 0.2042, -1.4735], [1.2062, 2.3098, -1.3601], [0.8386, -1.3449, -1.5417], [1.2756, -0.2831, -3.3773], [2.4923, -1.1225, -4.3362], [3.0951, -0.1716, -2.9596], [2.4726, 0.6415, -4.4147], [1.5270, 2.6369, -0.4419], [0.3608, 2.8368, -1.5984], [1.9255, 2.5648, -2.0434], [-3.4808, -1.3910, 1.4720], [-2.1275, -0.8709, 1.5651], [-1.5846, -0.6538, 2.7968], [-0.2990, -0.1808, 2.8846], [0.3896, 0.0806, 1.6682], [-0.1626, -0.0973, 0.4601], [-1.4515, -0.5904, 0.3688], [-1.9566, -0.7768, -0.7435], [1.6342, 0.5894, 1.6532], [-3.8359, -1.5179, 2.5002], [-3.4804, -2.3553, 0.9467], [-4.1231, -0.6839, 0.9306], [-2.2610, -0.8981, 3.6341], [0.1807, 0.0167, 3.8321], [2.1175, 0.6819, 2.5394], [2.1534, 0.5860, 0.7796]], "gap_ev": [7.92, 7.37], "spin_multiplicity": 2, "total_charge": 1, "s2": 0.77, "energy_ev": -40153.1454, "largest_force_ha_per_bohr": 0.036}

---

# 7
{"formula": "C6H15N5OS", "method": "wB97M-V/def2-TZVPD", "elements": ["C", "C", "C", "C", "C", "C", "N", "N", "N", "N", "N", "O", "S", "H", "H", "H", "H", "H", "H", "H", "H", "H", "H", "H", "H", "H", "H", "H"], "coordinates": [[1.6303, -0.3564, 0.0539], [-0.3580, 1.4514, -1.7034], [-1.8245, 2.0317, 0.3617], [-0.6700, 0.1609, -0.9207], [-1.4605, 0.5942, 0.3246], [-1.9592, -1.6967, 1.2138], [0.6029, -0.6558, -0.7104], [1.6951, 0.5833, 0.9222], [2.9070, 0.7129, 1.5548], [0.8041, -1.6592, -1.6944], [-2.0167, -0.2350, 1.1733], [2.7028, -1.0617, -0.2083], [-0.4121, 2.8910, -0.5324], [0.6299, 1.2682, -2.2363], [-1.1488, 1.5818, -2.3644], [-2.6208, 2.0250, -0.3695], [-2.0065, 2.3064, 1.3910], [-1.3470, -0.4682, -1.6020], [-2.8136, -2.2837, 0.8470], [-1.0772, -1.9944, 0.5442], [-1.8561, -2.0874, 2.1687], [3.3419, -0.1888, 1.4215], [2.8096, 0.8438, 2.5181], [2.4586, -1.6927, -0.9718], [0.8057, -1.4186, -2.6624], [0.1807, -2.3362, -1.4947], [3.6273, 1.3537, 1.1038], [-2.6251, 0.3304, 1.8722]], "gap_ev": [6.61, 6.51], "spin_multiplicity": 3, "total_charge": 2, "s2": 2.01, "energy_ev": -26776.4381, "largest_force_ha_per_bohr": 0.092}

---

# 8
{"formula": "C6H15NO", "method": "wB97M-V/def2-TZVPD", "elements": ["C", "O", "C", "C", "H", "H", "H", "H", "H", "H", "H", "C", "C", "C", "N", "H", "H", "H", "H", "H", "H", "H", "H"], "coordinates": [[-0.3463, -2.0904, -0.1711], [0.9983, -1.6958, -0.3690], [-1.2176, -1.9373, -1.4322], [-1.1543, -0.5490, -2.1082], [-0.7567, -1.5732, 0.7243], [-0.2744, -3.1602, 0.0738], [-2.2630, -2.0741, -1.1507], [-0.9231, -2.6927, -2.1709], [-1.9778, -0.4255, -2.8360], [-0.1663, -0.3736, -2.5954], [-1.1830, 0.2287, -1.3300], [-0.1626, 1.2668, 2.4867], [0.8495, 1.6722, 1.3827], [1.5482, 1.6178, -0.4945], [0.5554, 1.0187, 0.0889], [-1.2059, 1.3287, 2.1814], [0.0658, 0.2485, 2.8102], [-0.0844, 1.9070, 3.3844], [0.8375, 2.7821, 1.4243], [1.8142, 1.3095, 1.7535], [1.4655, 2.6666, -0.8310], [2.5855, 1.2256, -0.5594], [0.9951, -0.7004, -0.2620]], "gap_ev": 7.82, "relative_energy_kcal_mol": 116.60, "energy_ev": -9998.7007, "largest_force_ha_per_bohr": 0.057}